Record 1
91
Properties=species:S:1:pos:R:3:forces:R:3:mulliken_spin:R:1 method="wB97M-V/def2-TZVPD" spin_multiplicity=8 homo_ev="-6.63 / -6.74" orbital_gap_ev="7.1638 / 5.4442"
Gd 0.03814 -0.21562 -0.02660 0.3247 0.1171 0.8154 6.6528
P 0.73677 0.98749 3.39320 -0.2224 -1.1546 -3.0987 -0.0224
O 1.06634 1.36813 -1.72462 -0.2829 0.6362 -0.5915 0.0165
O 0.22083 0.23348 -6.14825 -0.0579 0.8098 -1.6996 -0.0001
N 0.42063 0.48544 1.91225 -0.0449 1.3028 2.0622 0.2336
C -2.47458 0.33669 0.85920 0.0078 -0.3939 -0.8634 0.0383
C 1.59074 -1.23940 -7.57866 0.1112 -0.1841 0.1260 0.0000
C 1.39281 3.65284 2.76742 0.0044 0.2120 -0.0850 -0.0020
C 2.22709 -1.77513 0.34502 -0.4134 -0.7113 -0.1657 -0.0123
C 0.21305 -2.89299 0.18968 0.8443 -0.2378 -0.0154 0.0122
C -1.00972 3.12577 2.82010 -0.0934 0.0145 -0.1208 -0.0028
C -2.38943 -1.08609 0.75275 -0.3839 0.7466 -0.6411 -0.0122
C -2.19492 -0.19377 -1.37030 -0.7185 -0.1528 0.1741 -0.0135
C 0.32983 2.82887 3.51182 0.0764 -0.0338 0.6394 0.0093
C 0.72932 3.29714 -3.07791 0.2967 -0.0360 -0.3588 0.0002
C 1.07367 2.85502 -1.66364 -0.3012 -0.6017 0.1475 0.0013
C 0.29423 -0.46845 -7.43468 -0.0390 -0.9107 -0.9653 0.0000
C 0.60626 0.95546 -3.07565 0.2780 -0.0744 0.2930 0.0122
C -1.77599 0.48393 4.59074 -0.1682 -0.0765 0.0036 -0.0029
C 0.25371 0.81773 -8.29421 0.1126 -0.2498 0.8917 0.0000
C 1.84246 -1.79738 -1.03012 0.2095 -0.7016 0.4115 0.0234
C -0.15630 2.16184 -3.58267 -0.2516 -0.2152 0.2492 -0.0002
C 0.22573 0.12190 6.04188 -0.3302 -0.1922 0.3269 0.0040
C -0.91141 -1.35131 -7.68821 -0.0761 -0.1794 0.0824 0.0000
C -0.35031 -1.48189 4.19582 -0.0215 -0.0389 -0.1062 -0.0060
C -0.32081 -0.00361 4.60956 0.5150 0.3597 0.4766 0.0026
C 0.60878 -2.51384 -1.12920 0.4669 -0.1485 0.1187 0.0285
C 3.08367 1.52529 4.90402 0.5126 -0.2248 0.0789 0.0028
C 2.58470 0.72668 3.69081 -0.0674 0.4341 0.6294 0.0035
C 1.22219 -2.46966 1.09295 0.3983 0.0435 -0.9604 -0.0256
C 0.26592 3.29342 4.97822 -0.0090 0.4994 0.0308 0.0022
C 0.21601 1.48163 -6.92948 -0.0252 0.7607 0.5748 0.0000
C 3.37405 1.13329 2.43024 -0.0783 0.0267 -0.1019 0.0031
C -2.31530 0.89354 -0.44746 -0.3945 -0.3782 0.2134 0.0177
C 2.88438 -0.75869 3.93032 0.1274 -0.1712 -0.0466 -0.0011
C -2.24721 -1.40529 -0.62864 -0.8298 0.4436 -0.1728 0.0081
H 3.05994 2.60542 4.74294 -0.0021 -0.2059 0.0760 0.0000
H 2.47170 -1.13480 4.87351 0.0994 0.0556 -0.2795 -0.0001
H -0.69960 2.06722 -6.77933 0.2403 -0.0657 0.2977 0.0000
H 1.49906 3.31221 1.73039 0.0265 -0.0173 0.2017 0.0011
H -2.69632 0.89638 1.75723 0.2764 -0.0320 -0.1591 0.0023
H -2.25167 -2.40947 -1.05151 0.1533 0.3935 0.1530 0.0065
H 4.13209 1.24782 5.08218 -0.0977 0.0980 0.0249 0.0000
H -1.01548 2.72316 1.80009 -0.0029 -0.0061 0.2188 0.0032
H -0.87838 -1.73360 -8.71874 0.0428 0.1236 0.2235 0.0000
H 1.10785 2.08438 -6.71635 -0.2598 -0.0187 0.1849 0.0000
H 1.25459 -2.70795 2.15239 -0.1300 0.2603 -0.2853 0.0025
H 2.41817 -1.37813 -1.85556 -0.1992 -0.1511 0.2175 0.0010
H 3.97971 -0.87504 3.98511 -0.2933 0.0199 0.0027 0.0001
H -2.18723 0.44292 3.57717 0.1090 0.0634 0.2286 0.0005
H 1.60080 -2.09132 -6.88561 0.1059 0.2090 -0.0937 0.0000
H -2.14190 -0.10495 -2.45853 0.0111 -0.0755 0.4388 0.0025
H 1.48836 0.75366 -3.70359 -0.2066 0.0483 0.2534 0.0009
H -1.91200 1.48655 5.00924 0.0436 -0.2364 -0.1405 0.0002
H -0.64291 -1.57921 3.14469 0.1419 0.0269 0.1659 0.0031
H 0.26521 1.16169 6.38691 0.0521 -0.3291 -0.0459 0.0001
H 1.06315 4.70243 2.73294 -0.0139 -0.2227 0.0542 0.0005
H -2.34454 1.95650 -0.69410 -0.0265 -0.3456 0.0629 0.0001
H 0.01078 0.02072 -3.01516 0.3858 0.6138 0.2206 0.0014
H 2.52787 -1.37273 3.09502 0.0309 0.1512 0.2599 -0.0011
H 1.21243 -0.33728 6.16761 -0.2673 0.1345 -0.0442 0.0000
H 0.09549 4.38080 4.98995 0.0231 -0.1699 0.0160 -0.0001
H 2.94554 0.65622 1.54118 0.0629 0.1557 0.2352 -0.0020
H -0.29456 2.12643 -4.66056 0.0750 0.1109 0.1478 0.0001
H 3.14333 -1.35386 0.75390 -0.2926 -0.0636 -0.1797 0.0039
H 3.39417 2.21486 2.27014 0.0284 -0.2862 0.0169 0.0005
H -2.36920 -0.20501 5.20978 0.1294 0.1288 -0.0880 0.0001
H -0.90040 -2.21535 -7.01608 -0.1695 0.1416 0.0093 0.0000
H -1.14804 2.19459 -3.10858 0.1807 0.0352 -0.0703 0.0004
H -1.84356 -0.78311 -7.57051 0.2081 -0.1892 0.0941 0.0000
H 2.05351 3.21579 -1.31121 -0.3150 -0.3873 -0.1416 0.0000
H 1.65093 3.30588 -3.67712 -0.1684 0.1135 0.0654 0.0000
H 4.41387 0.79018 2.53579 -0.2001 0.0689 0.0705 -0.0001
H 1.20168 3.10945 5.51780 -0.2997 0.0520 -0.0945 -0.0004
H -2.49764 -1.79299 1.57139 0.1022 0.1635 -0.2071 0.0006
H 0.10084 -2.78083 -2.05774 0.0846 0.2367 0.3531 -0.0009
H -0.46746 -0.41416 6.70712 0.1580 0.0822 -0.0271 -0.0004
H -0.55919 2.83899 5.53653 0.2059 0.1138 -0.1786 0.0001
H 1.68289 -1.63211 -8.60215 -0.0474 0.1184 0.2564 0.0000
H -0.66292 -3.47561 0.47592 0.2846 0.2463 -0.2211 0.0030
H -1.87202 2.72717 3.36230 0.1996 0.0599 -0.1720 0.0002
H 0.60712 -1.98777 4.35301 -0.2045 0.1117 -0.0986 -0.0003
H 2.37195 3.65073 3.25620 -0.2542 -0.0334 -0.1508 -0.0002
H -1.13721 4.21787 2.75814 0.0620 -0.2271 0.0704 -0.0001
H -1.10495 -1.99637 4.80849 0.1678 0.1117 -0.0450 0.0001
H 0.29968 3.16828 -0.94243 0.2463 -0.1824 -0.1732 -0.0005
H 1.15264 1.02609 -8.86905 -0.0712 -0.0923 -0.0870 0.0000
H 2.52859 1.27791 5.81424 0.1429 0.1479 -0.1570 -0.0002
H 0.27232 4.28599 -3.14816 0.0139 -0.0991 0.1936 0.0000
H -0.65106 0.96328 -8.88323 0.1422 -0.1301 -0.0264 0.0000
H 2.45463 -0.59266 -7.37600 -0.1909 -0.1690 -0.0004 0.0000

***

Record 2
14
Properties=species:S:1:pos:R:3:forces:R:3:mulliken_charge:R:1 method="wB97M-V/def2-TZVPD" homo_ev=-8.61 orbital_gap_ev=9.3603 de_lowest_kcal_mol=86.6
O -2.17504 1.33959 0.55766 0.0123 -0.0755 0.2089 -0.2455
O 0.17783 1.35006 -0.70826 0.0522 -0.4429 0.0744 -0.6698
C -1.90125 0.47937 1.48936 0.0931 0.4032 -0.0720 -0.3863
C 0.47090 0.18327 -0.47914 -0.0678 0.2073 -0.0030 0.7250
C 1.83922 -0.16478 0.04786 0.0350 0.0292 0.0615 -1.2609
C -0.50272 -0.94608 -0.73602 -0.0003 -0.0536 -0.1199 -0.8383
H -0.77539 0.48005 1.62178 -0.2056 0.0092 -0.0105 0.1938
H -1.11745 -0.71399 -1.60890 0.1027 -0.0288 0.0834 0.3219
H -1.19948 -1.06304 0.10808 0.2334 -0.0321 -0.1341 0.3404
H 2.46760 -0.48209 -0.79374 -0.1137 0.0009 0.0853 0.3543
H 1.79804 -0.99362 0.76077 -0.0159 0.1035 -0.1051 0.3349
H 2.29239 0.71660 0.50530 -0.0497 -0.1302 -0.0690 0.3534
H 0.00728 -1.90371 -0.86118 -0.0061 0.1349 -0.0600 0.3496
H -1.38193 1.71836 0.09643 -0.0695 -0.1250 0.0602 0.4275

***

Record 3
11
Properties=species:S:1:pos:R:3:forces:R:3:mulliken_charge:R:1 method="wB97M-V/def2-TZVPD" homo_ev=-8.78 orbital_gap_ev=8.8902 de_lowest_kcal_mol=93.4
N 1.54087 0.97316 0.02517 -0.2075 -0.2558 0.0011 -0.5904
N -1.77844 -0.15863 0.34832 -0.0567 -0.1574 -0.1078 -0.6365
N 0.24572 1.12774 -0.03911 0.0149 -0.0083 -0.0275 0.1974
C -0.41680 -0.13645 -0.05862 0.1134 0.0676 0.1528 0.7516
C 1.76286 -0.33911 0.14548 0.1265 -0.0760 -0.0078 -0.1519
C 0.59624 -1.16746 0.20393 0.0433 0.3891 -0.0522 -0.8726
H -1.95858 -1.03421 0.82536 -0.0193 0.0999 -0.0177 0.2820
H 2.79246 -0.66625 0.23210 -0.1701 0.0530 -0.0054 0.4382
H -0.21007 -0.57143 -1.10607 0.0534 0.0127 -0.0548 0.0588
H -0.15165 2.04949 -0.14739 0.0462 -0.1307 0.0129 0.2492
H -2.42263 -0.07685 -0.42916 0.0560 0.0057 0.1063 0.2744

***

Record 4
9
Properties=species:S:1:pos:R:3:forces:R:3:mulliken_charge:R:1 method="wB97M-V/def2-TZVPD" homo_ev=-16.84 orbital_gap_ev=9.5355 total_charge=+1 de_lowest_kcal_mol=73.0
O -0.83882 0.35166 -1.19404 -1.3142 0.9669 -0.5718 0.0355
N -0.53968 -0.83950 -1.04327 -0.3179 -2.4173 -3.0471 0.0168
C 0.30037 -0.97284 0.00960 0.6892 1.6320 2.8630 -0.2533
C 0.18957 0.30766 0.74178 -0.8781 0.9023 -2.2814 -0.2008
C -0.47523 1.10406 -0.12973 1.6838 -1.9745 2.2019 -0.2246
H 1.23177 -0.84852 -0.61319 0.2173 -0.3032 0.1267 0.3243
H 0.37459 -1.85274 0.60576 -0.1725 -1.1241 -0.2415 0.4018
H -0.71779 2.09353 -0.05789 -0.8751 2.2958 -0.3807 0.4851
H 0.47523 0.65668 1.68099 0.9675 0.0221 1.3308 0.4152

***

Record 5
82
Properties=species:S:1:pos:R:3:forces:R:3:mulliken_charge:R:1 method="wB97M-V/def2-TZVPD" homo_ev=-12.84 orbital_gap_ev=10.7397 total_charge=+1
S -1.15190 -3.85417 0.50802 0.4336 0.9967 -3.0355 1.0026
S 0.18288 0.08607 -3.43614 3.8294 -1.9736 0.0022 0.8170
P -0.80424 -0.31396 3.77565 -1.0862 0.4180 0.5971 -0.1356
P 2.88563 0.19216 0.66384 1.4894 -0.8782 1.8646 0.0850
P -0.54006 3.91360 -0.74642 0.4819 -0.7193 0.2302 0.0859
Na -0.86962 0.04938 0.10333 0.7583 0.1564 0.0701 0.8453
O -1.08465 4.34149 -2.19758 1.1894 0.3080 1.3844 -0.2930
O -0.38598 0.23735 2.46783 -0.3268 -0.8452 0.4602 0.4679
O 2.92197 0.49624 2.29053 0.0003 -1.6179 -1.6795 -0.2297
O 1.55715 0.18433 0.00910 1.2774 0.4999 0.4558 0.4287
O 0.25991 -1.18377 -4.49622 -0.7375 0.6181 1.3165 -0.2655
O -0.02656 -4.73339 0.76530 -1.9755 1.0093 0.0640 -0.6383
O 0.32795 -0.21941 4.92457 -0.7510 -0.0650 -0.9575 -0.3342
O 3.96272 1.27154 0.12220 -0.9438 -1.3106 0.3745 -0.3577
O -0.92392 -2.40171 0.53584 -0.5604 -1.7141 0.3809 -0.2077
O -1.61182 -4.22702 -1.07978 -0.3358 0.5995 0.9426 -0.3892
O -1.39862 4.80456 0.30683 2.6770 -1.0930 -1.9972 -0.3087
O 0.93935 4.53586 -0.69176 -2.9308 0.4578 -0.0777 -0.4120
O -0.55607 2.42481 -0.51544 -0.4338 1.7235 -0.0435 0.6532
O -0.46123 -0.38605 -2.23055 -0.1009 0.1508 -1.1857 -0.4991
O -1.25967 -1.88751 3.76574 0.2968 1.5765 -0.0485 0.0390
O -2.12788 0.51084 4.35138 1.9910 -1.9916 0.1237 -0.3612
O 3.66346 -1.25744 0.58576 -0.1612 2.2706 0.4623 -0.3744
O -0.20658 1.29076 -4.08392 -0.4520 0.0475 -0.0688 -0.5654
C -0.91968 -0.58890 -6.53358 0.1929 -0.0611 -0.4821 -1.1187
C 0.42865 -0.85803 -5.87154 -0.7565 1.2129 -1.4202 -0.3514
C 3.08401 -2.39695 1.24429 -1.6786 0.3023 -0.2702 -0.2408
C -2.70382 -4.27266 1.35290 1.1010 0.4628 -0.5478 -0.7290
C -1.98720 3.49429 -2.81583 -2.1893 -1.4310 -1.6219 -0.4560
C 2.07811 3.72577 -0.70019 1.4194 -0.4555 -0.1356 -0.1187
C 2.06981 0.06766 -3.12525 -1.6655 0.4591 -0.4238 -0.6592
C -2.58567 -3.38578 -1.82888 -0.0930 1.1290 0.7839 0.3167
C 5.26260 1.53016 0.73165 0.5248 0.2705 -0.9456 -0.8292
C -1.92040 -2.42913 4.92563 -0.4656 0.2263 0.7078 -0.8412
C 2.38784 1.67506 2.82514 0.1919 1.6741 0.3399 -0.6012
C 1.37957 -1.21482 4.94807 0.3380 -0.4393 0.9017 -0.7179
C -2.28191 1.89581 4.09201 0.2148 0.9040 -1.2346 -0.7031
C -2.66410 -3.67218 -3.29198 0.2907 -1.1912 -0.0706 -1.3794
C -2.70160 4.41678 0.65630 -0.8749 0.8124 0.8348 -0.6236
H 2.68857 -3.02707 0.44764 0.4276 -0.4332 0.2386 0.2748
H -0.76624 -0.41467 -7.59857 0.1579 -0.1572 -0.1382 0.4179
H -1.64782 -3.75055 -3.67817 -0.2506 -0.0928 -0.4746 0.2943
H -2.92731 2.02954 3.22387 -0.3686 -0.1807 0.1009 0.2586
H -2.46836 -3.34359 4.69845 0.0753 0.1893 -0.6106 0.2480
H -2.93387 -5.27885 1.00255 0.0116 -0.0336 0.5787 0.4336
H -1.24993 -2.71534 5.73596 0.4395 0.3155 -0.1972 0.2746
H 5.91276 1.68202 -0.12993 -0.0215 0.1891 0.0359 0.2923
H 2.63224 0.44052 -3.98125 -0.5420 0.4358 -0.1595 0.5237
H -3.61919 -3.49001 -1.49862 0.1581 -0.2767 0.9320 0.2790
H 5.24665 2.45731 1.30456 -0.3394 -0.1673 0.0587 0.2949
H -3.25238 -2.90880 -3.80117 0.3372 0.3429 0.1577 0.3633
H 2.37690 -0.97631 -3.06268 -0.3520 0.1108 0.7898 0.4157
H 1.73750 2.17634 2.10829 -0.3605 -0.0879 0.2869 0.1365
H -2.70280 2.45716 4.92619 0.1424 -0.5188 0.2058 0.3566
H -1.78707 3.28422 -3.86651 0.9558 0.1957 0.1309 0.2379
H 2.19250 -2.07419 1.78202 -0.1062 0.0314 0.1766 -0.2276
H 2.58253 3.89973 0.25028 0.0768 -0.4189 0.0056 0.2093
H 1.33833 -1.68314 5.93147 -0.4966 -0.4098 -0.1497 0.3458
H 2.75429 4.04971 -1.49136 -0.1079 0.2929 -0.0483 0.3865
H 0.94826 -1.62856 -6.44109 -0.0510 -0.5457 0.7746 0.4521
H -2.99163 3.90641 -2.91279 -0.0849 0.5477 0.6796 0.3217
H 1.88987 2.67120 -0.90153 -0.3263 0.0610 0.4428 -0.2441
H -1.56408 -1.46400 -6.44965 -0.1336 0.1356 0.1581 0.2637
H 2.18308 0.71917 -2.25875 0.3257 -0.4863 0.0338 -0.2150
H 2.39580 -0.82217 4.98259 -0.2792 0.8348 -0.6688 0.2811
H -2.51990 -4.09402 2.41232 -0.1623 -0.4678 -0.0501 0.0610
H -2.32961 -2.32829 -1.76350 0.4137 -0.0670 0.6332 0.0113
H 3.17887 2.37547 3.09315 0.5366 0.0877 -0.5527 0.2969
H 1.04811 0.02728 -6.01508 0.1411 0.1652 0.3969 0.3137
H -2.63327 4.48181 1.74221 -0.8477 -0.3386 0.0407 0.2398
H 1.30446 -1.94563 4.14285 -0.1420 0.0994 0.0970 0.2869
H -2.62346 -1.68507 5.30005 -0.0557 -0.1632 0.0811 0.3753
H -3.26506 -4.57243 -3.42043 0.5246 -0.3621 -0.3646 0.4062
H 3.70902 -2.90204 1.98074 0.5332 0.2391 -0.5437 0.3347
H 5.76063 0.74054 1.29430 -0.8659 -0.3435 0.1602 0.3267
H -1.35569 2.35989 3.75312 0.2558 -0.0386 0.4089 0.2393
H 1.94855 1.56711 3.81684 -0.6496 -0.8189 -0.3903 0.2380
H -3.08545 3.45645 0.31201 0.5834 -0.1996 -0.0372 0.2613
H -2.09394 2.51941 -2.34011 0.2671 0.0924 0.1671 0.0572
H -3.37059 5.18720 0.27287 -0.1500 -0.0283 0.1540 0.2965
H -3.45183 -3.57039 0.98494 0.1451 0.0123 -0.0225 0.3015
H -1.40790 0.32494 -6.19495 0.0060 -0.2412 0.4311 0.2782

***

Record 6
11
Properties=species:S:1:pos:R:3:forces:R:3:mulliken_charge:R:1 method="wB97M-V/def2-TZVPD" smiles="N=C(NO)NO" homo_ev=-9.08 orbital_gap_ev=9.5412 de_lowest_kcal_mol=98.8
O 1.31459 0.61288 -0.99284 -0.4991 2.4385 1.3173 -0.5227
O 1.05916 -1.54177 -0.00165 -2.4149 -3.7520 1.8738 -0.4290
N -1.76461 0.66609 0.47201 0.7547 -0.0856 2.7128 -0.6870
N 0.16295 -0.81492 0.84184 -2.8582 0.1210 -0.0695 -0.2824
N -0.11253 0.45384 -1.17895 1.4806 -1.2244 0.0613 -0.2138
C -0.64835 0.19436 0.05708 -1.0782 -3.0315 2.9877 0.4654
H 1.66551 -1.00963 -0.46176 0.8324 1.9693 -0.3050 0.3975
H -0.37416 1.34856 -1.43367 -1.2226 2.0323 -1.1517 0.3216
H -0.64091 -1.55350 1.30661 3.3752 2.3877 -2.1141 0.3211
H 1.29636 1.22534 -0.17878 0.9842 -1.1412 -1.6579 0.3768
H -1.95802 0.41874 1.57011 0.6461 0.2860 -3.6548 0.2525

***

Number 1: M 662.0 g mol⁻¹. Number 2: M 88.1 g mol⁻¹. Number 3: M 83.1 g mol⁻¹. Number 4: M 70.1 g mol⁻¹. Number 5: M 691.5 g mol⁻¹. Number 6: M 91.1 g mol⁻¹.